1.
This record from the OMol25 dataset describes C3H6ClNO in the gas phase in a non-equilibrium geometry. The level of theory is wB97M-V/def2-TZVPD.

The geometry in XYZ format:
```
12
Properties=species:S:1:pos:R:3:mulliken_charge:R:1
C 1.66004 -0.85574 0.42002 -1.142
C 0.57115 0.22374 0.30717 0.119
C -0.82415 -0.47363 0.61893 0.474
H 2.75198 -0.50608 0.31993 0.323
H 1.46249 -1.83052 0.00803 0.330
H 1.73266 -1.11964 1.51628 0.306
H 0.89311 0.83543 1.17340 0.299
H -2.67584 -0.20171 -0.02170 0.273
H -1.93153 1.16152 0.47934 0.265
N -2.02556 0.20547 0.67210 -0.524
O -0.71649 -1.67405 0.77493 -0.511
Cl 0.54327 1.19111 -1.32095 -0.212
```

Calculated values
Orbital gap ... 10.947 eV
Charge ... 0
Max |F| ... 2.60 eV/Å
Energy above the lowest of the compared OMol25 structures with the same formula, charge and spin ... 19.12 kcal/mol
LUMO ... 0.7 eV
HOMO ... -10.1979 eV
Multiplicity ... 1


2.
This record from the OMol25 dataset describes 2 unconnected molecules or ions with the total composition C3H6ClNO2 in a non-equilibrium geometry. The level of theory is wB97M-V/def2-TZVPD.

The geometry in XYZ format:
```
13
Properties=species:S:1:pos:R:3:mulliken_charge:R:1
C 0.58195 -0.17557 -1.87666 0.512
C -0.81174 0.42716 0.16121 -1.006
C 0.41820 -0.18375 -0.37980 0.266
N 1.46567 -0.13283 0.42749 -0.357
O -0.28152 -0.92084 -2.61887 -0.415
O 1.40431 0.56368 -2.33221 -0.484
Cl -0.52812 -2.43253 -0.06364 -0.465
H -0.96205 -0.16246 1.18947 0.403
H -1.55350 0.30963 -0.48998 0.349
H -0.73803 1.51051 0.17638 0.364
H 1.38450 0.01682 1.43888 0.259
H -0.61837 -1.48323 -1.79609 0.349
H 2.29495 -0.63196 0.23669 0.225
```

Calculated values
Orbital gap ... 9.324 eV
Charge ... 0
Max |F| ... 4.61 eV/Å
Energy above the lowest of the compared OMol25 structures with the same formula, charge and spin ... 20.20 kcal/mol
LUMO ... -0.8 eV
HOMO ... -10.0796 eV
Multiplicity ... 1


3.
This record from the OMol25 dataset describes 2 unconnected molecules or ions with the total composition C3H6ClNO2 in a non-equilibrium geometry. The level of theory is wB97M-V/def2-TZVPD.

The geometry in XYZ format:
```
13
Properties=species:S:1:pos:R:3:mulliken_charge:R:1
C -1.38923 1.02429 0.50762 0.645
C -1.18535 0.15971 -0.77590 -0.434
C -0.12430 -0.71368 1.04189 -0.357
N 0.00202 -0.62369 -0.42578 -0.424
O -1.94565 2.07332 0.54048 -0.516
O -0.70658 0.45597 1.56298 -0.314
Cl 3.92823 0.59430 -0.82583 -0.239
H -0.85047 0.69038 -1.63009 0.331
H -1.98854 -0.52323 -1.06448 0.181
H -0.87448 -1.48497 1.11642 0.334
H 0.90877 -0.93304 1.37933 0.313
H 0.88358 -0.16191 -0.73913 0.229
H 3.34201 -0.55745 -0.68751 0.252
```

Calculated values
Orbital gap ... 10.283 eV
Charge ... 0
Max |F| ... 2.78 eV/Å
Energy above the lowest of the compared OMol25 structures with the same formula, charge and spin ... 20.34 kcal/mol
LUMO ... 0.5 eV
HOMO ... -9.7908 eV
Multiplicity ... 1


4.
This record from the OMol25 dataset describes 2 unconnected molecules or ions with the total composition C3H6ClNO2 in a non-equilibrium geometry. The level of theory is wB97M-V/def2-TZVPD.

The geometry in XYZ format:
```
13
Properties=species:S:1:pos:R:3:mulliken_charge:R:1
C 1.92130 0.35136 0.09796 0.369
C 0.66363 0.07632 0.90349 -0.043
C -2.00515 0.21990 -0.77541 -0.248
N -0.18636 -0.72058 0.03672 -0.655
O 2.72284 1.18383 0.43935 -0.572
O 2.08553 -0.46328 -0.97375 -0.496
Cl -3.07415 0.72264 0.34445 -0.083
H 0.13213 1.06591 1.08057 0.207
H 1.10024 -0.19914 1.81690 0.325
H -1.90547 1.02927 -1.44489 0.298
H -2.20153 -0.75436 -1.27635 0.280
H -0.59019 -1.45184 0.57756 0.188
H 1.33718 -1.06003 -0.82659 0.430
```

Calculated values
Orbital gap (alpha / beta) ... 8.505 / 8.501 eV
Charge ... 0
Max |F| ... 4.58 eV/Å
Energy above the lowest of the compared OMol25 structures with the same formula, charge and spin ... 83.34 kcal/mol
LUMO (alpha / beta) ... -0.9 / -0.9 eV
HOMO (alpha / beta) ... -9.4010 / -9.3983 eV
Multiplicity ... 1


5.
This record from the OMol25 dataset describes C3H6ClNO4 in the gas phase in a non-equilibrium geometry. The level of theory is wB97M-V/def2-TZVPD.

The geometry in XYZ format:
```
15
Properties=species:S:1:pos:R:3:mulliken_charge:R:1
C 1.74424 -0.63131 0.28966 -1.041
C 1.17075 0.77068 0.36430 -0.401
C -0.16288 0.76766 -0.16584 0.578
N -2.21785 -0.89208 0.10364 1.169
O -2.74212 -1.64129 0.85919 -0.590
O -2.56551 -0.52696 -0.99879 -0.683
O -0.22311 0.62786 -1.47013 -0.446
O -1.02078 -0.55661 0.49854 -0.326
Cl -1.10239 2.19966 0.38457 -0.153
H 1.42752 -0.95193 -0.71227 0.320
H 2.84132 -0.61548 0.50526 0.323
H 1.23530 -1.34915 1.04260 0.243
H 1.06014 1.08652 1.47162 0.297
H 1.63763 1.35671 -0.43657 0.280
H -1.08226 0.35572 -1.73578 0.428
```

Calculated values
Orbital gap ... 11.747 eV
Charge ... 0
Max |F| ... 4.16 eV/Å
Energy above the lowest of the compared OMol25 structures with the same formula, charge and spin ... 82.82 kcal/mol
LUMO ... 0.4 eV
HOMO ... -11.3407 eV
Multiplicity ... 1


6.
This record from the OMol25 dataset describes a molecular structure, C3H6ClNS in a non-equilibrium geometry. The level of theory is wB97M-V/def2-TZVPD.

The geometry in XYZ format:
```
12
Properties=species:S:1:pos:R:3:mulliken_charge:R:1
C 0.64248 0.24601 -0.96618 0.247
C 0.43294 -0.72446 1.36133 -0.793
C -1.22466 1.04027 -0.75478 -0.659
N 0.93290 -0.61963 -0.00810 -0.155
S 1.27487 0.17304 -2.46014 -0.348
Cl -2.50836 -0.08833 -0.43880 -0.130
H -0.38936 -0.04628 1.41756 0.316
H 0.34500 -1.72130 1.57632 0.290
H 1.19315 -0.48056 2.08536 0.295
H -1.41621 1.51973 -1.71409 0.350
H -1.10675 1.70979 0.13448 0.356
H 1.82402 -1.00828 -0.23297 0.230
```

Calculated values
Orbital gap ... 8.556 eV
Charge ... 0
Max |F| ... 4.70 eV/Å
Energy above the lowest of the compared OMol25 structures with the same formula, charge and spin ... 59.06 kcal/mol
LUMO ... 0.3 eV
HOMO ... -8.2861 eV
Multiplicity ... 1


7.
This record from the OMol25 dataset describes 2 unconnected molecules or ions with the total composition C3H6ClOPS in a non-equilibrium geometry. The level of theory is wB97M-V/def2-TZVPD.

The geometry in XYZ format:
```
13
Properties=species:S:1:pos:R:3:mulliken_charge:R:1
C 0.62737 -0.85007 0.63881 -0.990
C 0.80694 0.36242 0.15518 0.163
C 1.04572 0.68249 -1.16959 -1.080
O -2.16620 -0.52953 2.25889 -0.535
P -1.81133 -0.46901 0.83157 0.804
S -2.20294 -1.52123 -0.78124 -0.322
Cl -2.18087 1.39116 0.34279 -0.158
H 0.82923 -1.69554 -0.05025 0.297
H 0.75238 -1.15526 1.67375 0.405
H 0.69119 1.25857 0.76960 0.433
H 0.86914 1.69319 -1.49331 0.340
H 0.57964 0.03996 -1.89123 0.317
H 2.15972 0.79284 -1.28496 0.327
```

Calculated values
Orbital gap ... 8.247 eV
Charge ... 0
Max |F| ... 4.48 eV/Å
Energy above the lowest of the compared OMol25 structures with the same formula, charge and spin ... 30.18 kcal/mol
LUMO ... -1.1 eV
HOMO ... -9.3416 eV
Multiplicity ... 1


8.
This record from the OMol25 dataset describes C3H6ClP in the gas phase in a non-equilibrium geometry. The level of theory is wB97M-V/def2-TZVPD.

The geometry in XYZ format:
```
11
Properties=species:S:1:pos:R:3:mulliken_charge:R:1
C -0.54519 0.25292 0.11279 0.318
C -1.39690 1.63182 0.05226 -0.899
C 1.56736 -1.42903 0.07073 -0.930
P 1.08978 0.33965 0.32258 -0.040
Cl -1.38284 -1.22032 -0.32820 -0.202
H -1.69170 1.80170 -1.07628 0.255
H -2.17558 1.43722 0.74256 0.323
H -0.58383 2.29244 0.27549 0.302
H 1.38382 -2.14743 0.87344 0.295
H 1.01457 -1.56371 -0.90242 0.310
H 2.72051 -1.39525 -0.14295 0.269
```

Calculated values
Orbital gap ... 9.420 eV
Charge ... 0
Max |F| ... 4.91 eV/Å
Energy above the lowest of the compared OMol25 structures with the same formula, charge and spin ... 22.09 kcal/mol
LUMO ... 0.4 eV
HOMO ... -9.0004 eV
Multiplicity ... 1


9.
This record from the OMol25 dataset describes 2 unconnected molecules or ions with the total composition C3H6F2O2 in a non-equilibrium geometry. The level of theory is wB97M-V/def2-TZVPD.

The geometry in XYZ format:
```
13
Properties=species:S:1:pos:R:3:mulliken_charge:R:1
C -0.25659 1.73089 0.15295 -0.712
C -0.37097 -2.51590 0.59904 -0.200
C 0.58099 -0.46806 0.35609 0.545
O 1.65541 -0.57340 -0.43563 -0.467
O -0.42707 0.30214 -0.04720 -0.335
F -0.38450 -2.96716 -0.67957 -0.251
F 1.02813 -0.04903 1.59821 -0.308
H -1.06344 1.99541 0.87488 0.262
H -0.21523 2.29436 -0.78718 0.250
H 0.60471 1.88704 0.79552 0.350
H -1.42934 -2.21410 0.81577 0.229
H 0.15947 -3.12151 1.30944 0.292
H 1.60904 -1.22349 -1.08918 0.345
```

Calculated values
Orbital gap ... 9.787 eV
Charge ... 0
Max |F| ... 4.69 eV/Å
Energy above the lowest of the compared OMol25 structures with the same formula, charge and spin ... 80.00 kcal/mol
LUMO ... 0.9 eV
HOMO ... -8.9211 eV
Multiplicity ... 1


10.
This record from the OMol25 dataset describes a molecular structure, C3H6F3FeOSTe4 in a non-equilibrium geometry. The level of theory is wB97M-V/def2-TZVPD.

The geometry in XYZ format:
```
19
Properties=species:S:1:pos:R:3:mulliken_charge:R:1
Fe 2.43537 0.14348 0.74762 0.054
Te 3.77131 -1.19257 -0.99619 -0.326
Te 4.99687 0.48083 0.83938 -0.110
Te 3.27447 0.50539 3.17845 -0.090
Te 0.83971 -0.72345 2.52092 -0.074
F 0.07830 1.96126 -0.61943 -0.238
C 1.40019 1.71486 -0.35181 0.540
F 2.05920 2.18378 -1.46307 -0.264
F 1.69075 2.72029 0.60791 -0.302
C -3.11306 0.07346 -0.55185 -1.068
S -1.67290 -0.36858 0.42155 0.534
C -0.94688 -1.52303 -0.76457 -0.679
O -2.22018 -1.21877 1.54379 -0.694
H -3.74004 -0.81290 -0.65974 0.340
H -2.79735 0.46410 -1.51921 0.334
H -3.64619 0.84783 -0.00299 0.315
H -1.34927 -1.36569 -1.76424 0.338
H -1.19202 -2.51767 -0.39411 0.303
H 0.13172 -1.37262 -0.77243 0.086
```

Calculated values
Orbital gap (alpha / beta) ... 6.072 / 5.662 eV
Charge ... -1
Max |F| ... 2.15 eV/Å
Energy above the lowest of the compared OMol25 structures with the same formula, charge and spin ... 16.86 kcal/mol
LUMO (alpha / beta) ... 2.1 / 1.4 eV
HOMO (alpha / beta) ... -4.0206 / -4.2994 eV
Multiplicity ... 5